[1]
Below is a cluster of 13 separate species, C29H84N2O13 in total in a non-equilibrium geometry, with properties calculated with ωB97M-V/def2-TZVPD.

Results
frontier orbital gap	9.22	eV
E	-61019.3445	eV
largest force on an atom	14.21	eV/A

Structure (XYZ):
```
128
Properties=species:S:1:pos:R:3:forces:R:3
C 0.052875 -3.492563 1.386875 -0.422 -0.086 -0.853
O -1.309125 -3.464563 1.746875 -0.051 0.230 1.630
H 0.742875 -3.517563 2.254875 -0.626 0.559 -0.476
H 0.183875 -2.710563 0.619875 0.814 -0.034 0.786
H 0.183875 -4.407563 0.854875 0.730 -0.893 -0.474
H -1.814125 -3.416563 0.936875 -0.261 -0.129 -0.507
C 2.858875 -2.009563 -0.629125 1.017 -0.376 2.293
O 1.846875 -2.744563 -1.174125 -0.458 -1.233 -0.707
H 2.591875 -1.629563 0.343875 -0.609 0.799 0.456
H 3.210875 -1.216563 -1.213125 0.486 1.267 -1.149
H 3.726875 -2.578563 -0.277125 -0.071 -0.708 -0.903
H 1.090875 -2.162563 -1.290125 -0.310 0.256 -0.336
C -2.053125 1.815437 1.624875 -0.835 0.367 0.000
O -1.980125 2.080437 0.207875 1.204 -0.414 1.485
H -2.657125 0.947437 1.720875 -0.297 -0.934 0.447
H -2.494125 2.572437 2.283875 -0.152 0.470 -0.722
H -1.083125 1.656437 2.056875 0.537 -0.302 -0.487
H -2.782125 2.396437 -0.146125 -1.709 0.262 -0.263
C -0.105125 -0.160563 -0.137125 -1.300 -1.124 -1.726
O -0.108125 -0.632563 -1.500125 0.796 -1.483 1.345
H -1.086125 -0.244563 0.347875 0.370 -0.324 0.004
H 0.179875 0.822437 -0.178125 0.377 2.706 0.119
H 0.696875 -0.613563 0.388875 0.396 -1.028 0.509
H -0.738125 -0.183563 -2.057125 -0.219 0.811 0.024
C -0.290125 4.654437 -0.948125 6.168 5.572 -0.904
O 0.719875 5.588437 -1.252125 -5.422 -4.150 1.164
N 0.067875 3.462437 -0.614125 3.882 -3.979 1.179
N -1.566125 4.893437 -0.856125 -2.460 3.037 -0.711
H 1.130875 3.356437 -0.555125 -1.742 0.179 -0.310
H -0.491125 2.692437 -0.169125 0.210 1.829 -0.417
H -1.891125 5.827437 -1.107125 0.188 -0.618 0.076
H -2.239125 4.170437 -0.791125 -0.241 -0.373 0.111
C 4.302875 3.248437 -2.798125 -0.233 -0.222 -1.447
C 2.974875 2.931437 -2.156125 -1.566 -3.945 -8.582
C 2.623875 1.394437 -2.250125 1.075 0.953 -0.305
O 2.863875 3.247437 -0.953125 0.329 1.446 9.167
H 4.932875 3.903437 -2.284125 0.818 1.077 1.632
H 4.138875 3.809437 -3.685125 -0.360 0.417 -1.129
H 4.951875 2.445437 -3.116125 -0.172 -0.744 0.240
H 2.095875 3.441437 -2.644125 0.957 -0.202 -0.904
H 1.884875 1.247437 -1.494125 -0.711 -0.474 0.294
H 3.494875 0.780437 -2.009125 0.114 0.153 0.169
H 2.265875 1.042437 -3.214125 -0.130 0.385 0.033
H 3.258875 4.096437 -0.853125 0.151 1.330 0.810
C 1.474875 2.260437 2.006875 -0.056 0.299 -2.686
C 2.761875 3.006437 2.383875 -3.820 7.122 -2.072
C 2.562875 4.178437 3.369875 -0.199 0.740 -1.952
O 3.523875 2.287437 3.045875 6.232 -7.477 4.871
H 0.538875 2.817437 1.939875 0.431 0.665 0.024
H 1.213875 1.431437 2.660875 0.630 -0.172 0.117
H 1.686875 1.933437 0.926875 -0.543 -0.258 1.566
H 3.441875 3.380437 1.569875 -1.817 0.319 -0.692
H 3.425875 4.801437 3.568875 0.631 -0.201 -0.486
H 2.285875 3.843437 4.324875 -0.963 -0.737 1.172
H 1.853875 4.803437 2.892875 -1.136 1.046 0.136
H 3.745875 1.580437 2.448875 0.873 -1.208 0.267
C -3.640125 -1.630563 2.051875 -1.378 0.162 -0.889
C -4.982125 -1.561563 1.327875 0.866 9.909 6.402
C -5.029125 -0.169563 0.703875 -2.055 -1.778 -2.533
O -5.097125 -2.365563 0.431875 -2.559 -9.334 -10.411
H -3.565125 -0.784563 2.740875 0.078 -0.825 0.495
H -2.864125 -1.528563 1.297875 0.087 0.096 -0.116
H -3.623125 -2.642563 2.365875 0.791 -0.683 1.458
H -5.916125 -1.532563 1.900875 0.334 -0.226 1.539
H -5.150125 0.439437 1.456875 -0.909 3.759 4.074
H -5.967125 -0.073563 0.074875 1.019 -0.030 0.314
H -4.181125 0.188437 0.208875 1.474 -0.075 -1.339
H -5.911125 -2.139563 -0.134125 1.847 -0.827 1.075
C -0.002125 2.798437 -4.629125 0.773 -1.928 -0.008
C -1.023125 2.341437 -3.657125 -3.793 4.732 -4.849
C -2.138125 1.538437 -4.207125 0.005 -1.041 -1.728
O -0.654125 1.814437 -2.582125 3.502 -4.123 7.957
H 0.345875 3.757437 -4.406125 1.552 1.141 1.080
H -0.450125 3.019437 -5.536125 -1.130 -0.161 -2.149
H 0.715875 1.975437 -4.766125 0.323 0.714 -0.081
H -1.481125 3.248437 -3.295125 -0.962 1.405 -0.807
H -2.556125 1.877437 -5.136125 -0.233 0.610 -0.419
H -2.900125 1.463437 -3.488125 -1.169 -0.095 1.003
H -1.839125 0.524437 -4.441125 0.414 -0.517 0.099
H -0.559125 2.482437 -1.849125 0.567 -1.047 -1.115
C 2.642875 -1.273563 3.122875 -1.478 0.713 0.700
C 3.645875 -0.964563 4.208875 -1.419 4.756 -2.151
C 2.973875 -0.256563 5.317875 -0.368 0.802 0.875
O 4.135875 -2.021563 4.785875 2.647 -5.173 1.702
H 2.107875 -0.449563 2.581875 0.118 -0.312 1.417
H 2.000875 -2.046563 3.542875 -0.618 0.354 -0.065
H 3.040875 -1.712563 2.300875 2.025 -1.796 -2.298
H 4.435875 -0.331563 3.783875 0.104 0.190 0.025
H 2.518875 0.659437 5.103875 -0.175 1.879 -0.838
H 3.593875 -0.132563 6.185875 0.535 0.058 0.284
H 2.120875 -0.788563 5.631875 -0.933 -1.422 0.535
H 5.016875 -2.236563 4.470875 -0.118 -0.206 -0.075
C -2.884125 -4.183563 -2.814125 -0.046 -0.502 -0.274
C -2.486125 -3.111563 -1.798125 3.207 3.844 -12.285
C -3.077125 -1.748563 -2.231125 1.729 0.626 0.969
O -2.767125 -3.401563 -0.665125 -1.554 -3.687 11.427
H -3.963125 -4.311563 -2.788125 -0.356 -0.022 0.078
H -2.452125 -5.076563 -2.371125 0.057 -0.511 -0.497
H -2.614125 -4.068563 -3.885125 0.183 0.114 0.876
H -1.418125 -2.984563 -1.836125 0.866 0.076 -0.637
H -4.147125 -1.696563 -2.083125 -0.422 -0.116 -0.378
H -2.735125 -1.564563 -3.250125 -0.474 0.339 -0.010
H -2.623125 -0.975563 -1.536125 -0.566 -0.581 -0.819
H -3.631125 -3.112563 -0.528125 -2.792 0.351 1.582
C -0.562125 -0.857563 3.719875 -2.417 1.905 0.733
C -1.276125 -1.722563 4.692875 4.597 -6.432 -3.349
C -0.395125 -2.505563 5.670875 0.758 -0.662 -0.038
O -2.207125 -1.258563 5.410875 -5.819 4.771 3.663
H -1.242125 -0.015563 3.484875 0.144 -0.153 0.139
H -0.469125 -1.353563 2.810875 0.999 -0.883 -1.476
H 0.273875 -0.445563 4.177875 1.956 0.716 0.255
H -1.677125 -2.538563 4.071875 -0.431 0.215 -0.045
H 0.496875 -2.968563 5.313875 0.838 -0.229 -0.970
H -0.925125 -3.361563 6.108875 -0.313 0.598 0.109
H -0.029125 -1.842563 6.431875 -0.042 0.448 0.799
H -1.898125 -0.409563 5.767875 -0.509 -0.227 0.297
C 0.010875 -3.076563 -4.189125 3.708 -0.077 0.493
C 1.035875 -2.364563 -5.069125 -6.187 4.712 1.974
C 1.351875 -0.994563 -4.433125 0.755 0.995 -0.554
O 2.123875 -2.981563 -5.117125 8.108 -4.723 -0.558
H -0.789125 -2.462563 -4.055125 -2.485 1.421 0.360
H 0.523875 -3.278563 -3.236125 -0.342 0.075 -0.127
H -0.193125 -3.987563 -4.634125 -0.912 -1.914 -0.798
H 0.619875 -2.284563 -6.057125 -0.779 0.699 -0.857
H 2.007875 -1.094563 -3.532125 -0.764 -0.358 -0.580
H 0.524875 -0.348563 -4.176125 -0.436 -0.013 0.131
H 1.959875 -0.395563 -5.158125 -0.286 -0.347 0.282
H 2.862875 -2.364563 -5.252125 -0.265 -0.615 -0.008
```
Forces are in eV/Å.

Mulliken population analysis, charges in e, atoms 1 to 5: atom 1 (C): -0.94, atom 2 (O): -0.49, atom 3 (H): 0.19, atom 4 (H): 0.59, atom 5 (H): 0.50

***

[2]
Below is a cluster of 2 separate species, C5H16N2O in total in a non-equilibrium geometry, with properties calculated with ωB97M-V/def2-TZVPD.

Results
frontier orbital gap	9.80	eV
E	-10471.3121	eV
largest force on an atom	2.21	eV/A
SMILES string	CCNCCCN.O

Structure (XYZ):
```
24
Properties=species:S:1:pos:R:3:forces:R:3
C 1.550118 0.089067 0.581774 -1.072 0.179 -0.266
N 1.111758 0.329575 -0.792219 -0.306 0.133 -0.464
C -0.321685 0.389650 -1.014228 -0.933 -1.797 0.874
C -1.204935 1.386260 -0.201942 2.039 -0.228 -0.370
C -1.954884 0.793357 0.990705 -1.500 0.959 -0.675
N -3.268566 0.230860 0.640722 -0.121 -0.786 -0.334
C 3.023203 0.308926 0.663630 1.114 -0.162 0.106
H 1.192377 -0.926986 0.802652 0.368 0.215 0.503
H 1.050843 0.768906 1.290767 -0.016 -0.158 0.042
H 1.556293 1.096843 -1.275639 0.345 0.127 0.407
H -0.533913 0.419538 -2.083861 0.266 0.383 0.004
H -0.710292 -0.609884 -0.727814 0.134 0.091 -0.189
H -0.467376 2.120349 0.162549 -0.545 0.340 -0.137
H -1.838691 1.804084 -0.979801 -0.486 0.543 0.554
H -1.360084 0.086635 1.560393 0.045 -0.173 -0.038
H -2.282637 1.601595 1.657701 0.729 -0.011 0.127
H -3.816752 0.919336 0.146550 -0.077 0.517 0.246
H -3.239412 -0.508593 -0.052352 0.476 -0.373 0.196
H 3.550163 0.152303 1.604928 -0.767 0.172 0.551
H 3.588186 -0.398151 0.047806 -0.244 0.493 -0.665
H 3.155621 1.366861 0.402331 0.559 -0.349 -0.265
H 0.891307 -2.178019 -0.330265 -0.341 0.429 0.586
H 1.396404 -2.845968 -1.477755 0.462 -0.365 -0.979
O 0.807229 -3.026012 -0.756520 -0.131 -0.180 0.185
```
Forces are in eV/Å.

natural (NBO) population analysis, charges in e, atoms 1 to 5: atom 1 (C): -0.21, atom 2 (N): -0.65, atom 3 (C): -0.22, atom 4 (C): -0.45, atom 5 (C): -0.22

***

[3]
Below is a structure of composition C24H20I2N5NiO, with properties calculated with ωB97M-V/def2-TZVPD.

Results
frontier orbital gap	5.50	eV
E	-91949.6533	eV
largest force on an atom	0.31	eV/A
net charge	+1

Structure (XYZ):
```
53
Properties=species:S:1:pos:R:3:forces:R:3
Ni -0.457355 -0.442726 -0.338529 -0.249 -0.012 0.011
I -3.305180 5.097651 3.997157 -0.007 0.030 0.017
C -2.773929 3.393601 2.928109 0.034 -0.030 -0.033
C -3.400531 2.182923 3.188352 0.021 0.001 -0.024
C -3.024935 1.061571 2.475589 -0.022 0.037 0.074
I -3.969770 -0.751900 2.879717 0.014 -0.012 -0.010
C -2.032170 1.091636 1.476141 0.022 -0.119 0.014
O -1.792947 -0.050540 0.847636 -0.048 0.061 -0.157
C -1.410549 2.330895 1.224684 0.029 0.137 0.004
C -0.350637 2.554496 0.169215 -0.075 -0.102 -0.034
N 0.656961 1.484067 0.128039 0.239 -0.023 0.089
C 1.352810 1.267138 1.395508 -0.049 0.066 0.000
C 1.212862 -0.143419 1.928988 -0.024 -0.043 0.108
C 1.803068 -0.492007 3.136611 -0.015 0.021 -0.009
C 1.647328 -1.774658 3.624750 0.001 -0.016 -0.004
C 0.896402 -2.687982 2.896576 -0.013 0.006 -0.017
C 0.343647 -2.277612 1.703954 -0.013 -0.013 -0.028
N 0.514745 -1.037587 1.226171 0.087 0.043 0.067
C -1.787440 3.453463 1.962792 -0.030 -0.064 0.052
H -4.169733 2.109056 3.944041 -0.006 0.008 0.004
H -0.793222 2.615474 -0.830109 -0.014 -0.041 0.017
H 0.118796 3.523798 0.367347 -0.028 0.005 -0.026
H 1.324660 1.675092 -0.607594 0.001 0.066 0.026
H 2.415562 1.508645 1.311311 -0.001 -0.031 -0.019
H 0.941558 1.934688 2.157682 0.053 0.016 -0.010
H 2.369076 0.248924 3.685861 -0.004 0.007 0.001
H 2.097968 -2.059868 4.565660 -0.001 0.000 0.006
H 0.733401 -3.696173 3.247199 0.004 -0.008 0.000
H -0.260204 -2.941319 1.100224 0.006 -0.011 0.012
H -1.288533 4.394075 1.766592 -0.001 0.023 -0.002
C 4.551485 -2.705802 -1.980636 -0.020 0.004 -0.021
C 3.735914 -2.760779 -3.106265 0.013 -0.003 0.010
C 2.463774 -2.224509 -3.076313 0.005 -0.077 -0.041
C 1.998671 -1.630713 -1.904017 -0.282 0.069 0.106
C 2.802150 -1.582261 -0.775645 0.162 0.055 0.094
C 4.083586 -2.113516 -0.819870 -0.056 0.022 0.000
N 0.673691 -1.054197 -1.852303 0.206 0.011 -0.179
N 0.196923 -0.840479 -2.987247 -0.133 0.047 0.077
C -1.101976 -0.301919 -2.976829 0.204 -0.085 0.006
C -1.740698 -0.052010 -4.172022 -0.111 0.042 0.035
C -3.032077 0.460539 -4.112960 0.082 -0.031 -0.013
C -3.609947 0.685440 -2.876640 -0.007 -0.007 0.093
C -2.891003 0.408061 -1.718588 0.011 0.004 -0.089
N -1.650272 -0.069452 -1.777752 -0.003 -0.036 -0.095
H 5.546201 -3.128400 -2.011420 0.011 -0.006 -0.005
H 4.092177 -3.229470 -4.013017 0.012 -0.006 -0.002
H 1.830732 -2.276350 -3.948377 -0.023 0.007 0.006
H 2.454590 -1.121590 0.133409 0.015 -0.016 -0.113
H 4.709376 -2.063062 0.060439 0.017 -0.006 0.001
H -1.234315 -0.259922 -5.102538 0.006 -0.005 -0.010
H -3.576701 0.672814 -5.022365 -0.007 0.000 -0.003
H -4.616250 1.068966 -2.790811 0.000 0.004 -0.001
H -3.297743 0.547206 -0.727906 -0.014 0.011 0.013
```
Forces are in eV/Å.

natural (NBO) population analysis, charges in e, atoms 1 to 5: atom 1 (Ni): 1.10, atom 2 (I): 0.17, atom 3 (C): -0.19, atom 4 (C): -0.24, atom 5 (C): -0.24